Record 1
DFT (ωB97M-V/def2-TZVPD) results for a structure of composition C47H64FeN3P2SSi.

```
119
Properties=species:S:1:pos:R:3:forces:R:3
Fe 0.848 0.799 0.297 -0.07 -0.19 0.11
C -1.186 2.935 4.413 0.05 0.09 0.08
C -0.159 2.851 3.287 0.01 0.04 -0.06
C 1.218 2.446 3.816 -0.03 0.04 -0.05
P -0.786 1.819 1.882 -0.30 0.10 0.11
C -2.136 2.848 1.099 -0.03 -0.09 -0.12
C -3.590 2.598 1.490 -0.03 0.04 0.00
C -1.834 4.348 1.160 -0.08 0.01 0.02
C -1.416 0.288 2.571 0.09 -0.08 -0.03
C -2.657 0.059 3.177 0.04 -0.03 0.11
C -3.023 -1.187 3.650 0.01 0.00 -0.02
C -4.370 -1.429 4.274 -0.01 -0.02 -0.04
C -2.095 -2.224 3.508 -0.02 -0.03 -0.03
C -0.854 -2.015 2.954 -0.07 -0.08 0.08
C -0.464 -0.748 2.485 -0.22 -0.20 -0.16
N 0.791 -0.546 1.921 0.07 0.52 0.03
C 1.853 -1.252 2.507 0.03 -0.29 -0.10
C 1.983 -1.417 3.909 0.05 0.19 0.21
C 0.977 -0.938 4.937 0.12 0.01 0.07
C 3.090 -2.078 4.433 0.01 -0.01 0.08
C 4.091 -2.629 3.648 -0.03 0.04 -0.05
C 5.284 -3.325 4.253 -0.06 0.02 -0.03
C 3.927 -2.506 2.279 0.01 -0.05 -0.02
C 2.845 -1.848 1.702 0.06 -0.19 -0.21
C 2.753 -1.927 0.197 0.11 0.13 0.06
H -0.820 3.613 5.189 -0.03 -0.01 0.03
H -1.343 1.955 4.867 0.01 0.00 0.00
H -2.155 3.306 4.074 0.02 0.00 -0.02
H -0.044 3.842 2.843 -0.03 0.02 -0.06
H 1.144 1.632 4.529 -0.01 -0.07 0.07
H 1.665 3.299 4.334 -0.02 -0.02 0.03
H 1.905 2.134 3.031 -0.06 0.05 0.01
H -2.047 2.551 0.050 -0.01 -0.05 -0.04
H -3.801 2.903 2.517 0.00 -0.01 0.00
H -3.881 1.558 1.368 0.00 -0.04 -0.02
H -4.225 3.200 0.835 -0.01 0.01 0.03
H -2.002 4.743 2.164 -0.01 0.00 -0.01
H -2.514 4.870 0.483 0.00 -0.01 0.02
H -0.820 4.594 0.856 0.06 -0.02 -0.03
H -3.351 0.876 3.312 0.02 0.02 -0.04
H -4.900 -0.491 4.444 0.01 -0.01 0.00
H -4.280 -1.944 5.233 0.01 0.00 0.00
H -4.995 -2.051 3.627 0.01 0.01 0.00
H -2.364 -3.222 3.840 0.02 0.01 0.02
H -0.146 -2.831 2.871 -0.07 0.01 0.03
H 0.315 -1.755 5.233 0.04 0.02 0.00
H 0.331 -0.135 4.597 0.07 -0.05 -0.01
H 1.506 -0.599 5.829 0.02 0.01 0.02
H 3.163 -2.165 5.514 -0.02 0.01 -0.01
H 4.977 -4.120 4.935 -0.01 0.00 0.00
H 5.904 -2.632 4.828 0.00 0.01 0.00
H 5.911 -3.772 3.481 -0.01 0.01 0.00
H 4.664 -2.954 1.618 0.01 0.01 0.00
H 3.732 -2.167 -0.221 0.03 -0.03 -0.01
H 2.060 -2.711 -0.114 0.11 0.05 0.04
H 2.413 -1.017 -0.295 0.03 0.04 0.04
C -5.140 -2.279 0.082 0.03 0.02 0.00
C -4.547 -3.494 0.395 0.03 0.00 0.01
C -3.170 -3.641 0.312 -0.04 -0.01 0.15
C -2.355 -2.585 -0.097 0.09 0.03 -0.01
C -2.958 -1.362 -0.377 0.02 0.06 -0.02
C -4.336 -1.212 -0.294 -0.01 0.01 0.04
P -0.521 -2.789 -0.084 -0.13 0.02 -0.03
C -0.390 -4.509 -0.716 0.10 0.01 -0.09
C 0.637 -5.283 -0.179 0.02 -0.06 -0.05
C 0.837 -6.596 -0.592 -0.03 0.05 0.01
C -0.002 -7.155 -1.542 -0.02 0.01 -0.01
C -1.039 -6.399 -2.079 0.02 0.01 0.04
C -1.228 -5.088 -1.671 0.00 0.00 -0.06
C -0.040 -1.739 -1.521 -0.11 -0.04 -0.05
C 0.103 -2.296 -2.791 -0.14 0.00 0.00
C 0.276 -1.505 -3.919 -0.01 -0.04 0.02
C 0.263 -0.132 -3.779 -0.02 0.03 0.07
C 0.195 0.418 -2.502 -0.10 -0.26 -0.09
C 0.115 -0.343 -1.325 0.06 0.20 -0.22
H -6.216 -2.165 0.128 0.01 0.01 0.02
H -5.158 -4.333 0.704 0.00 0.00 0.00
H -2.726 -4.594 0.578 -0.02 0.01 -0.04
H -2.346 -0.518 -0.674 0.00 -0.02 -0.02
H -4.785 -0.254 -0.529 0.00 0.02 -0.02
H 1.283 -4.849 0.576 0.01 -0.01 0.03
H 1.641 -7.181 -0.163 0.00 0.00 0.00
H 0.145 -8.178 -1.863 0.00 0.00 0.00
H -1.699 -6.833 -2.819 0.00 0.00 0.00
H -2.036 -4.504 -2.097 0.01 -0.02 0.03
H 0.054 -3.368 -2.919 -0.01 -0.04 0.01
H 0.379 -1.964 -4.895 0.01 -0.01 0.01
H 0.333 0.512 -4.648 0.00 0.01 0.02
H 0.213 1.491 -2.435 0.03 0.18 0.02
C 6.194 -0.550 -0.842 -0.07 0.00 -0.01
N 5.263 0.503 -0.473 -0.02 0.07 -0.15
C 4.767 0.735 0.742 -0.10 -0.04 0.17
S 3.343 1.656 0.944 0.30 -0.37 -0.13
N 5.429 0.240 1.814 0.02 0.33 0.10
C 6.862 0.443 2.037 -0.12 -0.12 0.01
H 5.826 -1.029 -1.748 0.02 -0.01 0.00
H 6.237 -1.293 -0.049 -0.03 -0.03 0.02
H 7.197 -0.167 -1.033 0.02 0.02 0.01
H 4.754 0.953 -1.219 -0.05 0.01 -0.02
H 4.870 0.342 2.650 0.03 -0.07 0.00
H 7.441 0.217 1.150 0.02 -0.02 -0.06
H 7.186 -0.225 2.833 0.00 0.00 -0.01
H 7.068 1.474 2.330 0.01 0.02 0.01
C 3.197 4.595 -1.218 0.06 0.17 0.05
Si 1.950 3.374 -1.892 0.03 -0.05 0.15
C 2.926 2.039 -2.814 0.13 -0.04 0.00
C 0.920 4.244 -3.190 -0.09 0.10 -0.17
C 0.845 2.780 -0.523 0.11 -0.51 0.30
H 3.924 4.869 -1.987 0.00 0.03 0.02
H 3.735 4.164 -0.372 0.04 0.02 -0.02
H 2.711 5.513 -0.873 0.00 -0.03 -0.01
H 3.967 2.359 -2.948 -0.03 -0.06 0.05
H 2.520 1.854 -3.810 -0.02 0.01 0.00
H 2.889 1.085 -2.286 0.09 -0.05 0.02
H 1.555 4.676 -3.969 -0.04 -0.01 0.00
H 0.332 5.050 -2.745 0.00 0.01 -0.02
H 0.224 3.551 -3.672 0.01 0.04 0.00
H -0.215 2.786 -0.791 0.00 0.30 -0.13
H 0.981 3.400 0.368 0.02 0.23 -0.09
```
Positions in Å, forces in eV/Å.

Summary:
**E_HOMO (alpha / beta)**: -6.515 / -6.565 eV
**E**: -125925.6323 eV
**Multiplicity**: 6
**Strongest force on any atom**: 0.60 eV/Å
**Kohn-Sham gap (alpha / beta)**: 6.949 / 6.194 eV


Record 2
DFT (ωB97M-V/def2-TZVPD) results for a structure of composition C50H41GeMoN7O7S in a non-equilibrium geometry.

```
108
Properties=species:S:1:pos:R:3:forces:R:3
Mo -0.842 1.167 -1.074 3.99 1.36 3.73
O -1.705 2.259 -5.032 -0.08 -0.09 -0.11
C -1.144 1.977 -3.967 0.62 -0.12 -0.62
N -1.489 2.384 -2.702 -0.52 0.36 0.02
C -2.568 3.196 -2.486 0.04 0.32 -0.22
O -3.370 3.638 -3.311 -0.19 0.03 0.09
C -2.620 3.549 -1.069 0.07 0.51 0.08
C -3.527 4.478 -0.566 0.07 -0.07 -0.09
C -3.485 4.819 0.766 0.18 -0.16 0.10
C -2.477 4.222 1.554 -0.09 0.11 -0.24
C -1.616 3.317 0.989 0.18 0.20 0.67
N -1.676 2.933 -0.297 -0.62 0.47 -0.63
C 0.062 1.165 -3.909 -0.48 0.38 -0.27
C 0.738 0.724 -5.049 0.18 -0.08 -0.13
C 1.928 0.051 -4.930 -0.34 0.13 -0.18
C 2.420 -0.173 -3.622 0.15 -0.02 0.27
C 1.696 0.263 -2.546 0.46 -0.09 0.22
N 0.523 0.917 -2.633 0.55 -0.37 -0.76
H -4.240 4.908 -1.259 0.05 -0.05 -0.03
H -4.179 5.531 1.194 -0.02 0.02 0.00
H -2.364 4.486 2.594 0.08 -0.05 0.15
H -0.820 2.869 1.570 -0.10 -0.03 -0.01
H 0.300 0.957 -6.010 -0.07 0.04 -0.01
H 2.486 -0.285 -5.793 -0.02 -0.03 -0.12
H 3.361 -0.683 -3.475 0.05 -0.03 0.18
H 2.047 0.095 -1.535 0.00 -0.05 -0.04
N -2.481 -5.914 2.132 -0.03 -0.28 -0.02
C -2.376 -4.520 2.066 0.08 0.29 0.04
C -1.198 -3.920 1.622 -0.16 -0.17 0.10
C -1.062 -2.546 1.641 0.01 0.04 0.02
C -2.110 -1.762 2.079 0.08 0.58 0.04
C -3.283 -2.339 2.527 0.00 -0.01 0.03
C -3.419 -3.714 2.518 0.07 -0.04 0.06
S -1.962 0.023 2.013 -0.18 0.29 0.82
O -0.606 0.357 2.380 -0.02 -0.27 -0.27
O -2.962 0.582 2.899 -0.08 -0.39 -0.28
N -2.230 0.494 0.481 1.01 -0.42 0.84
C -3.479 0.365 0.037 -1.78 -0.05 -0.29
N -3.808 1.140 -1.014 -0.15 -0.10 0.20
C -5.020 1.041 -1.505 -0.07 -0.15 0.08
C -5.963 0.163 -0.974 -0.04 0.04 -0.05
C -5.543 -0.572 0.119 0.02 0.03 -0.06
N -4.329 -0.487 0.634 -0.23 0.04 -0.21
H -1.901 -6.395 1.460 -0.13 -0.02 0.02
H -3.431 -6.261 2.145 0.18 0.06 -0.12
H -0.391 -4.537 1.256 0.19 -0.10 -0.03
H -0.162 -2.063 1.303 0.17 0.01 -0.10
H -4.075 -1.687 2.854 -0.13 0.00 0.06
H -4.339 -4.173 2.857 -0.08 -0.03 0.07
H -5.239 1.691 -2.347 -0.01 0.04 -0.07
H -6.958 0.069 -1.382 -0.05 0.01 -0.01
H -6.210 -1.273 0.612 -0.11 -0.07 0.01
C 3.013 -4.777 -1.027 0.20 0.03 0.26
O 2.076 -4.952 -2.052 -0.64 0.49 -0.45
C 1.145 -3.943 -2.246 0.18 0.02 0.48
C 0.397 -4.040 -3.425 -0.28 -0.17 -0.46
C -0.563 -3.097 -3.694 0.15 -0.12 0.01
C -0.835 -2.025 -2.827 0.38 0.04 0.34
C -1.824 -1.029 -3.087 -0.43 0.65 0.22
C -2.738 -1.049 -4.298 0.12 -0.08 0.30
O -1.999 -0.060 -2.309 -0.74 -1.91 -1.54
C -0.067 -1.918 -1.609 -0.48 0.43 0.05
O -0.228 -1.006 -0.726 0.21 -0.15 -0.38
C 0.920 -2.908 -1.372 0.42 -0.68 0.11
H 3.728 -5.595 -1.144 -0.02 0.12 0.11
H 2.553 -4.835 -0.033 0.00 0.00 -0.04
H 3.530 -3.815 -1.113 0.00 -0.04 0.00
H 0.594 -4.863 -4.098 -0.01 0.00 -0.07
H -1.123 -3.186 -4.615 0.00 0.02 -0.04
H -2.746 -1.994 -4.830 -0.01 -0.11 -0.03
H -2.436 -0.251 -4.976 0.11 0.12 0.01
H -3.746 -0.810 -3.959 -0.01 0.01 0.04
H 1.478 -2.800 -0.458 0.13 0.00 0.16
C 0.581 1.541 0.083 -2.08 -0.72 -1.75
Ge 1.886 1.290 1.433 1.15 0.16 0.22
C 2.116 -0.347 2.574 -0.31 0.41 -0.46
C 1.863 -0.344 3.937 0.07 0.19 0.07
C 1.989 -1.497 4.691 0.03 -0.06 0.26
C 2.375 -2.683 4.090 -0.02 -0.15 0.10
C 2.629 -2.705 2.730 0.09 -0.23 0.00
C 2.496 -1.546 1.987 0.12 0.11 -0.22
C 1.927 2.868 2.674 -0.21 -0.47 -0.41
C 2.879 3.864 2.488 0.18 -0.19 -0.15
C 2.891 5.002 3.273 0.11 0.20 0.06
C 1.940 5.169 4.264 -0.02 0.14 0.03
C 0.966 4.201 4.442 -0.13 0.11 0.20
C 0.958 3.066 3.651 -0.06 -0.18 0.02
C 3.741 1.390 0.606 -0.76 -0.07 0.13
C 3.928 1.980 -0.640 -0.28 0.08 -0.02
C 5.175 2.025 -1.237 0.17 0.07 -0.17
C 6.275 1.492 -0.585 0.10 0.03 -0.06
C 6.113 0.923 0.668 0.25 -0.08 0.07
C 4.858 0.870 1.250 -0.14 -0.08 0.26
H 1.567 0.576 4.417 -0.08 0.07 0.10
H 1.786 -1.475 5.756 -0.02 0.02 -0.02
H 2.475 -3.587 4.678 -0.02 -0.03 0.02
H 2.932 -3.632 2.257 0.00 0.00 -0.06
H 2.705 -1.562 0.926 0.02 -0.05 -0.18
H 3.622 3.735 1.711 0.07 0.07 -0.02
H 3.636 5.770 3.108 0.07 0.01 -0.02
H 1.947 6.059 4.881 -0.02 0.03 0.02
H 0.202 4.348 5.195 -0.06 -0.05 0.05
H 0.187 2.318 3.774 -0.19 -0.03 0.08
H 3.071 2.402 -1.150 -0.07 0.00 -0.10
H 5.289 2.467 -2.218 -0.02 0.03 -0.05
H 7.253 1.521 -1.049 0.02 0.00 -0.01
H 6.970 0.512 1.189 0.00 -0.01 0.01
H 4.740 0.413 2.227 0.03 -0.04 0.00
```
Positions in Å, forces in eV/Å.

Summary:
**E_HOMO (alpha / beta)**: 0.673 / -1.905 eV
**E**: -146486.3354 eV
**Multiplicity**: 3
**Total charge**: -2
**Strongest force on any atom**: 5.63 eV/Å
**Kohn-Sham gap (alpha / beta)**: 3.373 / 5.951 eV